1.
Density functional theory data (wB97M-V/def2-TZVPD) for 2 unconnected molecules or ions with the total composition H4S4 at a distorted geometry.

Summary:
spin multiplicity = 2
M = 132.30 g/mol
E_HOMO (alpha / beta) = -0.7 / -3.0 eV
energy relative to the best compared isomer or geometry (same formula, charge and spin) = 11.5 kJ/mol
calculated total energy = -1595.1261 hartree
LUMO level (alpha / beta) = 2.99 / 2.87 eV
net charge = -1
orbital gap (alpha / beta) = 3.65 / 5.84 eV

```
8
H4S4 (wB97M-V/def2-TZVPD)
S 1.666 -0.230 1.725
S 2.171 -0.187 -0.527
S -2.273 0.033 0.348
S -1.621 0.405 -1.574
H 3.336 0.436 -0.292
H -0.804 1.434 -1.246
H -2.070 -1.261 0.213
H 0.423 -0.503 1.306
```


2.
Density functional theory data (wB97M-V/def2-TZVPD) for 2 unconnected molecules or ions with the total composition H4S4 at a distorted geometry.

Summary:
SMILES string = SS.SS
M = 132.30 g/mol
E_HOMO = -9.7 eV
energy relative to the best compared isomer or geometry (same formula, charge and spin) = 13.1 kJ/mol
calculated total energy = -1595.1215 hartree
LUMO level = -0.01 eV
net charge = 0
orbital gap = 9.68 eV

```
8
H4S4 (wB97M-V/def2-TZVPD)
S 0.929 2.603 0.093
S -0.142 -1.637 -0.547
S -2.188 -2.009 -0.942
S 2.430 1.170 0.476
H -2.575 -2.372 0.300
H 1.893 0.575 1.562
H -0.438 -0.388 -0.128
H 0.090 2.059 -0.813
```


3.
Density functional theory data (wB97M-V/def2-TZVPD) for 2 unconnected molecules or ions with the total composition H4S4Si at a distorted geometry.

Summary:
M = 160.39 g/mol
E_HOMO = -9.4 eV
calculated total energy = -1884.6799 hartree
LUMO level = -1.01 eV
net charge = 0
orbital gap = 8.37 eV

```
9
H4S4Si (wB97M-V/def2-TZVPD)
S 2.151 -0.689 0.425
S -1.075 -1.949 -0.661
S -0.718 1.715 -0.510
S -3.747 -0.251 0.588
Si -1.883 0.044 -0.400
H 0.145 -1.771 -0.357
H 1.451 -0.045 -0.445
H -3.523 0.986 1.090
H 2.410 0.243 1.288
```


4.
Density functional theory data (wB97M-V/def2-TZVPD) for 3 unconnected molecules or ions with the total composition H4SSi at a distorted geometry.

Summary:
M = 64.19 g/mol
E_HOMO = -9.1 eV
energy relative to the best compared isomer or geometry (same formula, charge and spin) = 255.5 kJ/mol
calculated total energy = -689.9731 hartree
LUMO level = -1.03 eV
net charge = 0
orbital gap = 8.06 eV

```
6
H4SSi (wB97M-V/def2-TZVPD)
S 1.923 -2.195 0.294
Si 0.492 -0.859 -0.136
H -1.188 1.513 0.476
H -0.171 0.408 0.066
H -1.163 2.381 0.751
H 0.107 -1.248 -1.451
```